Entry 1:
This record from the OMol25 dataset describes a structure of composition C32H22CdNO2P. The level of theory is ωB97M-V with the def2-TZVPD basis set.

Last column: Löwdin charge in e.
Element x y z (Å)
1 H -2.337 3.625 3.799  0.11
2 H 3.670 -5.212 2.709  0.12
3 C -3.979 2.929 0.921  -0.07
4 H -3.652 -4.094 -1.207  0.10
5 C 2.803 -1.454 0.213  -0.02
6 C 1.798 -4.263 3.106  0.01
7 C -2.207 -0.585 -3.778  -0.03
8 H 4.251 -0.800 -1.200  0.10
9 C 3.370 -3.459 1.482  -0.15
10 H 5.839 -2.634 -0.700  0.10
11 C -0.386 -3.041 3.520  -0.64
12 P -0.301 1.299 0.001  1.00
13 H 3.569 3.134 -2.389  0.10
14 C -2.964 2.287 0.226  -0.07
15 H -1.534 1.168 -4.784  0.10
16 C -1.713 2.131 0.814  -0.42
17 H -4.547 3.930 2.731  0.10
18 H 2.095 -0.659 0.013  0.06
19 H 0.879 6.072 -0.831  0.11
20 C 2.996 -4.397 2.472  0.01
21 C -1.590 0.629 -3.846  -0.08
22 C 1.848 2.384 -1.360  -0.11
23 C 4.592 -3.520 0.778  -0.03
24 C -1.696 -0.742 -1.378  -0.24
25 C -3.754 3.421 2.198  -0.08
26 H -3.441 -2.917 -3.366  0.11
27 C -1.055 0.536 -1.484  -0.34
28 H 5.281 -4.327 1.001  0.11
29 C -3.103 -3.162 -1.273  -0.09
30 O -0.972 -1.906 3.427  -0.19
31 H -0.531 2.461 2.577  0.10
32 O -0.756 -4.019 4.146  0.05
33 H -2.584 -3.188 0.809  0.08
34 N 1.277 -2.297 1.851  0.07
35 C 2.465 -2.410 1.195  -0.21
36 C 0.331 4.031 -0.487  -0.08
37 C 4.899 -2.581 -0.166  -0.08
38 H 2.113 1.343 -1.512  0.09
39 C -2.491 -2.632 -0.118  -0.15
40 C -2.294 -1.285 -2.552  -0.17
41 H -3.149 1.902 -0.769  0.11
42 C -1.025 1.196 -2.690  -0.09
43 H -0.578 4.293 0.039  0.10
44 H -0.574 2.177 -2.759  0.10
45 C 2.316 4.719 -1.663  -0.08
46 C -1.788 -1.450 -0.146  -0.23
47 H 1.452 -4.952 3.862  0.12
48 C -2.512 3.257 2.796  -0.08
49 C 0.667 2.695 -0.680  -0.38
50 H -2.656 -1.028 -4.660  0.11
51 C -2.992 -2.512 -2.467  -0.05
52 H 2.954 5.504 -2.048  0.10
53 C 2.662 3.387 -1.855  -0.08
54 C 3.995 -1.538 -0.450  -0.07
55 C -1.500 2.605 2.110  -0.13
56 Cd -0.621 -0.944 1.561  1.31
57 C 0.958 -3.182 2.770  -0.18
58 H -4.955 3.040 0.467  0.11
59 C 1.153 5.036 -0.980  -0.08

Lowest unoccupied orbital energy: -0.2 eV
Gap between HOMO and LUMO: 7.71 eV
HOMO level: -0.2923 Eh

***

Entry 2:
This record from the OMol25 dataset describes a structure of composition C32H23N4O2Rh at a distorted geometry. The level of theory is ωB97M-V with the def2-TZVPD basis set.

Last column: natural (NBO) charge in e.
Element x y z (Å)
1 H -5.008 -0.645 0.523  0.25
2 H -3.036 2.919 2.803  0.23
3 H -3.409 0.589 -3.001  0.21
4 H -2.855 -2.039 -6.337  0.21
5 Rh 0.086 -0.174 0.818  0.93
6 C -1.292 1.667 2.697  0.15
7 C -4.258 -2.670 0.341  -0.14
8 O 2.267 -1.096 3.747  -0.54
9 C -1.011 0.360 -1.921  -0.24
10 C -0.073 1.268 3.365  0.15
11 C 2.848 1.855 0.244  0.06
12 O -3.660 1.522 0.792  -0.59
13 C -1.884 -2.798 0.531  0.06
14 C -2.892 -0.741 0.681  0.14
15 C -1.469 -0.313 -3.140  -0.09
16 H -5.224 -3.139 0.219  0.23
17 C 4.774 1.767 1.654  -0.15
18 C -3.278 -0.703 -4.708  -0.21
19 C 2.204 0.153 -2.560  -0.23
20 C 1.408 -0.399 -1.540  -0.02
21 C 3.287 -1.806 -0.901  -0.18
22 H -0.963 -3.368 0.564  0.21
23 C 0.110 0.118 -1.219  -0.14
24 C 0.334 1.962 4.531  -0.27
25 H 4.709 2.807 -0.231  0.23
26 H 4.460 0.624 3.467  0.24
27 H 2.335 2.189 -0.649  0.22
28 H -4.300 -0.527 -5.020  0.21
29 H -0.538 -2.472 -5.594  0.21
30 C -0.477 2.929 5.061  -0.22
31 H -0.185 3.440 5.969  0.21
32 C -2.108 2.650 3.287  -0.24
33 H 5.081 -1.562 -2.055  0.22
34 N -1.777 -1.486 0.700  -0.39
35 C -1.705 3.260 4.451  -0.25
36 C 2.736 0.674 2.208  0.11
37 H -3.135 -4.508 0.226  0.23
38 C -1.171 -1.801 -5.027  -0.22
39 C 4.043 0.993 2.540  -0.21
40 C -4.149 -1.301 0.506  -0.21
41 C -3.101 -3.435 0.349  -0.25
42 C -2.473 -1.559 -5.445  -0.22
43 C -0.675 -1.195 -3.886  -0.15
44 N -1.558 0.953 1.591  -0.52
45 H -1.731 1.056 -1.495  0.22
46 H 1.775 0.921 -3.192  0.23
47 C 1.851 -0.177 3.086  0.66
48 H -2.333 4.013 4.908  0.21
49 H 3.718 -2.564 -0.260  0.22
50 C -2.780 -0.082 -3.575  -0.19
51 H 0.337 -1.399 -3.570  0.20
52 H 5.802 2.029 1.865  0.22
53 C 4.057 -1.243 -1.910  -0.22
54 C 1.978 -1.398 -0.722  -0.26
55 H 4.100 0.150 -3.542  0.22
56 C -2.765 0.728 1.004  0.62
57 C 3.506 -0.273 -2.742  -0.20
58 H 1.351 -1.878 0.037  0.21
59 H 1.262 1.683 5.014  0.21
60 N 2.155 1.092 1.077  -0.42
61 N 0.532 0.175 2.894  -0.71
62 C 4.168 2.206 0.487  -0.24

Lowest unoccupied orbital energy (alpha / beta): -1.2 / -1.2 eV
Gap between HOMO and LUMO (alpha / beta): 5.10 / 5.09 eV
HOMO level (alpha / beta): -0.2296 / -0.2296 Eh

***

Entry 3:
This record from the OMol25 dataset describes a structure of composition C32H24AsF6N5O11S8W. The level of theory is ωB97M-V with the def2-TZVPD basis set.

Last column: Löwdin charge in e.
Element x y z (Å)
1 C -0.661 1.949 2.034  -0.04
2 F -2.677 -5.410 -3.360  0.13
3 H -2.408 2.502 7.467  0.10
4 N -2.373 5.185 3.800  -0.17
5 F -4.397 -2.162 -5.206  0.12
6 C -4.762 -1.394 -4.172  -0.67
7 C 0.152 2.973 2.388  -0.08
8 H -2.241 2.897 5.026  0.10
9 C 6.374 -3.990 2.017  -0.06
10 C 1.468 3.040 1.848  -0.03
11 O -0.113 -2.354 -3.026  -0.74
12 H 6.038 -6.054 -1.214  0.10
13 F -4.747 -5.193 -2.770  0.13
14 C 1.155 1.003 0.598  -0.30
15 H -2.735 -1.229 0.712  0.07
16 H -0.194 3.751 3.054  0.09
17 O -0.370 2.908 -3.382  -0.27
18 C -2.321 -0.437 1.333  0.01
19 F -5.848 -1.930 -3.614  0.13
20 H 4.288 -4.416 -0.600  0.09
21 H 2.087 3.890 2.111  0.11
22 S 1.572 -3.065 -0.749  0.67
23 N -0.191 -1.430 0.548  -0.25
24 O 1.810 2.010 -2.712  -0.30
25 C 1.290 1.809 -5.620  -0.07
26 F -5.082 -0.187 -4.644  0.14
27 N 0.712 -1.896 1.469  -0.04
28 C -2.483 3.510 7.079  -0.09
29 C -2.782 5.862 7.424  -0.10
30 C -0.882 -0.277 1.017  -0.22
31 H 8.211 -5.052 2.336  0.09
32 W 0.184 -1.123 -1.463  1.68
33 S -3.410 -1.252 -2.916  0.65
34 C 0.608 0.962 -4.752  -0.23
35 O -3.927 -0.328 -1.971  -0.22
36 C -0.168 0.883 1.196  -0.09
37 O -1.743 -3.929 -0.899  -0.28
38 As -0.817 -1.841 -4.503  1.35
39 C -2.380 3.719 5.713  -0.02
40 H 1.334 -0.083 -8.423  0.10
41 S 2.629 -3.605 2.036  0.87
42 C -2.744 4.339 1.771  -1.23
43 C 1.968 2.101 1.000  0.01
44 C 5.268 -3.798 1.198  -0.30
45 H -2.947 6.705 8.085  0.10
46 C 1.519 -2.747 0.953  -1.09
47 C 1.559 1.450 -6.932  -0.08
48 H -2.875 0.491 1.177  0.05
49 C -2.681 6.086 6.059  -0.05
50 H -1.668 1.890 2.423  0.08
51 C 7.241 -5.661 0.522  -0.11
52 H -2.756 7.082 5.654  0.06
53 C 0.169 -0.284 -5.215  -0.32
54 O -2.350 -0.723 -3.879  -0.48
55 C -2.469 5.010 5.206  -0.21
56 H 8.003 -6.383 0.258  0.09
57 H -2.760 4.411 9.009  0.09
58 H 2.302 -0.138 -2.352  0.01
59 H 1.622 2.771 -5.253  0.11
60 H 2.096 2.134 -7.577  0.10
61 C 7.356 -4.915 1.684  -0.10
62 C 0.442 -0.618 -6.545  -0.17
63 H 0.099 -1.575 -6.930  0.07
64 H 3.967 -2.166 0.699  0.07
65 C 6.136 -5.476 -0.304  -0.09
66 F -3.369 -6.282 -1.506  0.12
67 S -1.919 5.870 1.456  0.93
68 O -4.126 -3.499 -0.434  -0.27
69 C 1.136 0.222 -7.403  -0.10
70 S -3.066 -3.692 -1.375  0.61
71 C 4.203 -2.800 1.553  -0.42
72 C -3.489 -5.225 -2.322  -0.68
73 H 2.946 2.185 0.548  0.12
74 O -1.543 -1.077 -1.518  -0.50
75 C 5.157 -4.557 0.033  -0.04
76 O -0.272 0.807 -2.234  -0.44
77 N -3.246 -2.758 -2.667  -0.31
78 S 0.454 1.759 -3.139  0.51
79 C -1.745 6.182 3.148  -1.13
80 H 6.467 -3.405 2.925  0.11
81 O 1.695 -0.816 -2.682  -0.44
82 S -0.937 7.532 3.753  0.46
83 O 1.586 0.205 -0.291  -0.14
84 N -2.916 4.141 3.051  -0.01
85 H 4.532 -2.166 2.376  0.07
86 C -2.681 4.579 7.942  -0.11
87 S -3.157 3.333 0.483  0.49
88 H -2.412 -0.742 2.381  0.11

Lowest unoccupied orbital energy: 2.7 eV
Energy above the lowest of the compared OMol25 structures with the same formula, charge and spin: 76.05 kcal per mole
Gap between HOMO and LUMO: 5.43 eV
Net charge: -2
HOMO level: -0.1002 Eh

***

Entry 4:
This record from the OMol25 dataset describes a structure of composition C32H24ClF10N4O2Os. The level of theory is ωB97M-V with the def2-TZVPD basis set.

Last column: Mulliken spin population.
Element x y z (Å)
1 C -0.540 -2.661 -1.304  0.00
2 C 2.358 1.935 -0.965  -0.01
3 N -2.139 1.145 0.210  0.84
4 C 1.660 2.457 0.142  0.00
5 C -5.930 2.689 -0.503  0.08
6 C -3.382 1.637 -0.067  0.08
7 C -1.530 0.079 -3.431  0.05
8 C 3.840 3.802 -1.160  0.01
9 C -4.844 3.538 -0.340  -0.05
10 H -2.596 4.931 -0.374  0.00
11 H -0.412 -3.196 1.362  0.00
12 H -1.496 3.539 -0.384  0.02
13 C 2.146 3.715 0.554  0.01
14 C -0.666 1.162 -5.456  0.00
15 F 4.853 4.439 -1.773  0.00
16 C -0.815 1.136 -4.056  -0.04
17 C -1.282 -1.357 2.078  0.07
18 H 0.303 2.976 -3.950  0.00
19 F 1.545 4.413 1.545  0.00
20 C 0.388 -2.899 -3.591  -0.01
21 C -2.091 -0.909 -4.288  -0.01
22 F 1.992 0.713 -1.419  0.00
23 C -4.313 -0.722 -0.126  -0.02
24 C -0.481 0.858 2.695  0.03
25 H 1.306 2.074 2.648  0.00
26 H -6.918 3.094 -0.678  0.01
27 H -2.090 -2.933 0.924  0.00
28 C 0.357 1.993 2.102  0.01
29 F 0.875 -1.031 -2.298  0.02
30 C -1.937 -0.860 -5.646  0.00
31 H -2.362 -1.632 -6.273  0.00
32 H -2.631 -1.718 -3.815  0.00
33 H 1.326 -1.725 1.572  -0.01
34 H -5.052 -1.232 -0.745  0.00
35 Cl -1.031 0.227 -7.974  0.00
36 C 1.102 -0.928 2.279  0.02
37 C -1.216 0.187 -6.237  0.00
38 C 0.223 -2.216 -2.411  -0.02
39 C 3.394 2.567 -1.610  0.00
40 C -0.242 2.242 -3.326  0.03
41 C -3.571 3.036 -0.125  0.07
42 O -1.715 -0.056 -2.162  0.23
43 C -5.738 1.317 -0.447  -0.05
44 C -2.397 3.953 0.066  0.00
45 F -1.493 -5.868 -2.832  0.00
46 C -1.076 -3.957 -1.526  0.01
47 H -0.179 2.932 2.268  0.00
48 F -1.839 -4.587 -0.596  0.00
49 H -0.289 0.794 3.780  0.01
50 H 1.852 -0.149 2.150  0.00
51 H -3.321 -1.039 -0.439  0.03
52 H -0.110 1.974 -5.909  0.00
53 F 3.990 1.984 -2.659  0.00
54 H 1.179 -1.327 3.304  0.00
55 C -0.911 -4.661 -2.707  0.00
56 F 3.589 5.566 0.374  0.00
57 N -0.211 -0.386 2.009  0.11
58 C -0.189 -4.147 -3.765  0.01
59 H -1.537 1.078 2.552  -0.01
60 C -4.482 0.768 -0.230  0.07
61 H -4.983 4.612 -0.391  0.00
62 F -0.060 -4.825 -4.921  0.00
63 H -1.351 -1.842 3.068  0.00
64 H -2.210 -0.810 1.903  -0.02
65 O -0.310 2.441 -2.119  0.11
66 N -0.660 -1.849 -0.237  0.26
67 H -2.189 4.102 1.129  0.01
68 C -1.123 -2.431 1.011  -0.01
69 H -6.582 0.649 -0.579  0.00
70 N 0.652 1.736 0.700  0.09
71 Os -0.592 0.504 -0.481  1.96
72 C 3.203 4.359 -0.070  0.00
73 H -4.465 -1.056 0.906  0.01
74 F 1.126 -2.364 -4.575  0.00

<S²>: 6.025
Lowest unoccupied orbital energy (alpha / beta): 2.4 / 2.3 eV
Spin multiplicity: 5
Energy above the lowest of the compared OMol25 structures with the same formula, charge and spin: 9.72 kcal per mole
Gap between HOMO and LUMO (alpha / beta): 6.54 / 6.89 eV
Net charge: -1
HOMO level (alpha / beta): -0.1512 / -0.1696 Eh